[1]
# C23H21BBrCl2N8O5Pb

A structure of composition C23H21BBrCl2N8O5Pb (wB97M-V/def2-TZVPD, the Open Molecules 2025 dataset).

The geometry in XYZ format:
```
62
Properties=species:S:1:pos:R:3:forces:R:3:lowdin_charge:R:1
Pb 0.18505 -0.06203 -0.37871 -0.029 0.052 -0.051 1.477
Cl 1.56027 3.77290 6.09746 -0.006 0.004 -0.013 0.709
C 1.19176 2.69826 4.79681 -0.003 -0.017 -0.050 -0.659
C 0.83370 1.37880 5.07398 0.004 0.045 -0.011 -0.095
C 0.53560 0.50489 4.05374 0.022 -0.028 0.171 -0.550
Cl 0.14107 -1.12907 4.47085 0.009 0.023 -0.029 0.760
C 0.56925 0.89048 2.69920 0.142 0.062 -0.095 -0.330
O 0.27889 0.00033 1.77803 -0.226 -0.021 0.085 -0.204
C 0.95538 2.22750 2.44793 -0.024 0.051 -0.227 -0.115
C 1.07114 2.75767 1.11113 -0.136 -0.067 0.220 -0.133
O 0.86354 2.15366 0.06124 0.229 -0.046 -0.090 -0.130
C 1.25571 3.11598 3.49353 0.009 -0.015 0.074 -0.044
H 0.79309 1.03276 6.09764 0.004 0.006 0.007 0.116
H 1.36205 3.81521 1.03435 0.010 -0.009 0.001 0.151
H 1.54175 4.13340 3.25823 -0.001 0.003 0.010 0.123
B -1.31905 2.00414 -3.07526 0.105 0.158 -0.039 -0.388
N -0.45088 0.73547 -3.38543 -0.109 -0.030 0.002 -0.052
C -0.22380 0.31431 -4.62552 -0.044 -0.068 0.008 -0.046
C 0.70442 -0.72195 -4.60745 -0.015 0.032 0.016 -0.012
C 1.01182 -0.88481 -3.27369 -0.012 -0.026 -0.054 -0.121
N 0.31955 0.01512 -2.55232 0.132 -0.080 0.045 -0.095
N -1.94256 2.00298 -1.63530 -0.125 -0.041 -0.041 -0.036
C -2.95798 2.79395 -1.28540 -0.005 -0.041 0.005 -0.049
C -3.25104 2.60057 0.05834 0.018 0.006 0.007 -0.022
C -2.34349 1.64150 0.47418 -0.043 0.025 -0.021 -0.122
N -1.57023 1.29356 -0.56328 0.031 -0.051 0.158 -0.080
H -2.23225 1.97662 -3.85174 0.029 0.071 -0.032 0.084
H -0.63116 2.98828 -3.19705 0.055 -0.048 0.092 0.073
H -0.73625 0.78319 -5.44836 -0.004 -0.008 -0.001 0.139
H 1.08767 -1.27665 -5.44453 0.003 -0.001 0.000 0.110
H 1.67284 -1.59068 -2.79744 -0.023 0.003 0.021 0.120
H -3.41225 3.43825 -2.01909 -0.016 -0.013 -0.003 0.137
H -4.01694 3.08219 0.63912 0.000 0.000 0.002 0.105
H -2.19681 1.18559 1.44116 -0.018 -0.017 -0.010 0.118
Br 2.75073 2.39133 -2.30483 -0.014 0.016 -0.019 0.890
C 3.49229 1.00351 -1.27433 -0.011 -0.138 0.108 -0.693
C 4.87098 0.96606 -1.12383 0.006 0.066 -0.022 -0.082
C 5.44122 -0.12360 -0.49261 -0.002 -0.043 0.004 -0.010
C 4.62984 -1.17294 -0.08856 0.033 -0.031 -0.038 0.029
C 3.26738 -1.04318 -0.25894 -0.143 0.059 0.008 -0.173
N 2.69913 0.05310 -0.78312 -0.052 0.012 -0.063 0.027
C 2.35043 -2.21544 0.04401 0.106 0.107 0.014 -0.552
O 2.82905 -3.31541 0.15743 -0.025 -0.005 0.173 0.126
O 1.07043 -1.95598 0.11424 0.055 0.067 -0.362 -0.131
H 5.47021 1.77393 -1.51657 0.008 -0.008 -0.006 0.109
H 6.51355 -0.17225 -0.35930 0.000 0.001 0.002 0.125
H 5.02069 -2.08873 0.32884 -0.004 0.000 0.008 0.133
C -3.59549 -4.15184 1.32227 -0.001 -0.009 0.004 -0.007
N -3.01518 -3.13776 0.46466 0.015 -0.009 -0.025 -0.079
C -3.49081 -2.77892 -0.85755 0.023 -0.010 0.003 -0.007
C -2.49961 -1.69362 -1.25855 0.005 -0.012 -0.033 -0.442
O -2.49728 -1.07701 -2.29008 0.012 0.008 0.005 0.107
N -1.58338 -1.55507 -0.22427 0.035 0.125 0.040 0.078
C -1.92801 -2.41753 0.75140 0.075 -0.054 0.146 -0.377
N -1.27927 -2.51215 1.89931 -0.013 -0.110 -0.127 0.232
H -4.50751 -4.51516 0.85727 -0.003 0.003 0.001 0.100
H -3.85686 -3.73584 2.29675 0.003 0.001 0.001 0.099
H -2.91916 -4.99896 1.45264 0.000 0.003 -0.001 0.102
H -4.50791 -2.38506 -0.84542 0.001 0.003 0.019 0.148
H -3.43669 -3.61296 -1.55943 -0.007 0.003 -0.003 0.149
H -0.44164 -1.96166 2.04486 -0.034 0.023 0.000 0.042
H -1.49698 -3.23917 2.55735 -0.032 0.020 0.006 0.116
```
Positions in Å, forces in eV/Å.

The lowest unoccupied orbital energy is -4.0 eV. The frontier orbital gap is 7.35 eV. Its total charge is +1. The value obtained for the highest occupied orbital energy is -0.4153 Ha.


[2]
# C23H21BrIrN3O4SbSe4

A structure of composition C23H21BrIrN3O4SbSe4 (wB97M-V/def2-TZVPD, the Open Molecules 2025 dataset).

The geometry in XYZ format:
```
58
Properties=species:S:1:pos:R:3:forces:R:3:lowdin_charge:R:1
Ir 3.30697 -0.24150 -0.02155 0.197 0.051 0.033 0.693
O -1.06669 2.82853 -0.83938 0.082 -0.097 -0.026 0.036
C -1.09247 2.64529 0.49793 0.003 0.009 -0.011 -0.272
C -2.11971 3.26027 1.21118 -0.008 -0.009 -0.007 -0.039
C -2.20912 3.10433 2.58185 -0.024 0.015 0.014 -0.103
C -1.27463 2.33895 3.27080 0.011 -0.014 -0.016 -0.087
C -0.24127 1.74334 2.57093 0.001 0.003 0.018 -0.020
C -0.13220 1.88695 1.18838 -0.020 0.004 0.040 -0.065
C 0.98837 1.20051 0.50940 -0.019 -0.036 0.104 -0.425
O 1.96062 0.79258 1.21802 0.120 -0.019 -0.013 -0.235
N 0.89418 1.06483 -0.81951 -0.032 0.016 -0.140 0.066
N 1.92980 0.33304 -1.29140 0.060 0.030 0.111 -0.219
C 2.11129 0.05064 -2.55003 0.036 -0.029 0.007 -0.084
C 3.33413 -0.65579 -2.82448 -0.006 -0.001 0.017 -0.251
C 3.71429 -1.08664 -4.09695 0.050 -0.017 0.032 -0.035
C 4.92268 -1.72840 -4.26159 -0.051 0.027 -0.030 -0.086
C 5.74533 -1.93257 -3.15778 0.046 -0.019 0.037 -0.073
C 5.32561 -1.49861 -1.91877 -0.029 0.022 -0.015 -0.213
N 4.15698 -0.86791 -1.75183 -0.009 -0.010 0.076 -0.133
H -0.36969 2.21904 -1.19086 -0.049 0.054 0.013 0.062
H -2.84967 3.83550 0.65531 -0.007 0.007 -0.001 0.109
H -3.02685 3.57518 3.11729 0.000 -0.001 -0.001 0.092
H -1.35185 2.19395 4.34049 -0.004 0.003 0.001 0.097
H 0.48917 1.12937 3.08509 -0.011 -0.002 -0.020 0.049
H 1.40385 0.34192 -3.31414 0.006 0.036 0.003 0.121
H 3.04438 -0.91883 -4.92933 -0.010 0.002 0.002 0.107
H 5.22140 -2.07572 -5.24304 0.012 -0.007 0.005 0.096
H 6.69429 -2.44257 -3.24365 -0.002 0.001 -0.013 0.099
H 5.90421 -1.62202 -1.01416 0.009 -0.031 -0.001 0.042
Se 1.25587 -1.14995 4.71732 -0.040 -0.038 -0.029 -0.184
Sb 3.03338 -1.71129 3.16082 0.140 0.113 0.036 0.095
Se 5.23153 0.04432 1.30953 -0.252 0.068 -0.176 -0.147
Se 2.19767 -2.36623 0.39365 -0.585 -0.004 -0.058 0.356
Se 4.44213 -3.51730 3.82581 0.034 -0.086 0.073 -0.266
C -5.51206 1.39591 0.78647 -0.047 0.014 0.000 -0.063
C -4.29873 0.55546 0.49704 0.025 -0.007 -0.004 -0.289
C -3.71294 0.55209 -0.75796 -0.004 -0.045 -0.006 -0.030
C -2.54983 -0.16733 -1.02514 0.002 0.028 0.002 -0.197
C -1.98981 -0.11152 -2.42327 0.032 0.030 0.013 -0.048
C -1.93490 -0.87908 0.01315 0.046 -0.040 0.029 -0.039
C -2.53236 -0.91623 1.28259 -0.043 0.010 -0.005 -0.191
C -1.96544 -1.70877 2.42739 0.059 -0.034 0.014 -0.045
C -3.70875 -0.20627 1.49513 0.010 0.024 0.004 -0.023
C -0.59538 -1.56280 -0.23281 -0.055 0.180 -0.273 -0.635
O -0.38244 -2.12789 -1.30429 -0.097 -0.061 0.049 -0.005
O 0.24104 -1.41147 0.72835 0.179 -0.042 0.173 -0.315
H -6.05537 1.63636 -0.12934 0.003 0.000 0.001 0.067
H -5.22407 2.33970 1.25903 0.019 -0.006 0.000 0.066
H -6.19748 0.88640 1.46697 0.004 -0.003 0.001 0.069
H -4.16022 1.13610 -1.55723 0.004 0.005 0.005 0.107
H -2.61652 0.53178 -3.04486 0.014 0.000 -0.001 0.069
H -1.92232 -1.10524 -2.85994 -0.030 -0.019 -0.016 0.075
H -0.97479 0.28876 -2.41587 -0.022 -0.035 0.008 0.051
H -1.65843 -2.70768 2.11479 -0.014 0.003 -0.005 0.088
H -2.71108 -1.80012 3.21961 0.000 -0.020 0.002 0.072
H -1.07249 -1.24344 2.84335 0.010 0.050 -0.002 0.017
H -4.15967 -0.23384 2.48290 -0.007 0.004 0.001 0.111
Br 4.12003 -3.91405 -0.05139 0.261 -0.076 -0.055 -0.093
```
Positions in Å, forces in eV/Å.

The lowest unoccupied orbital energy (spin up / spin down) is 3.9 / 3.6 eV. The frontier orbital gap (spin up / spin down) is 5.20 / 5.36 eV. The expectation value of S² is 0.7742. Its spin multiplicity is 2. Its total charge is -2. The value obtained for the highest occupied orbital energy (spin up / spin down) is -0.0493 / -0.0662 Ha.


[3]
# C23H21ClN2O2S

An isolated molecule of C23H21ClN2O2S (wB97M-V/def2-TZVPD, the Open Molecules 2025 dataset).

The geometry in XYZ format:
```
50
Properties=species:S:1:pos:R:3:forces:R:3:lowdin_charge:R:1
C -0.97606 0.59441 5.27623 -0.041 -0.031 -0.030 -0.049
C -0.06869 -0.51592 4.84169 0.047 -0.105 0.015 -0.270
C -0.07877 -1.73864 5.50298 -0.012 0.016 0.009 -0.053
C 0.76354 -2.76036 5.10111 -0.002 0.026 0.048 -0.075
C 1.60906 -2.58980 4.02162 0.037 0.123 -0.148 -0.026
C 1.61218 -1.37910 3.33453 -0.359 -0.032 0.389 -0.263
N 2.48082 -1.22345 2.24647 0.037 -0.389 -0.111 0.044
C 2.46610 -0.23805 1.29364 0.325 0.208 -0.172 -0.818
S 3.92711 0.40378 0.83872 0.528 0.066 -0.049 0.678
N 1.28446 0.13260 0.74214 0.095 -0.136 0.250 -0.095
C 0.16604 -0.80606 0.66107 -0.166 -0.403 0.099 -0.087
C -1.13735 -0.11690 0.36408 -0.110 -0.068 0.007 -0.210
C -1.68273 0.78922 1.26680 -0.024 -0.094 -0.123 -0.026
C -2.87229 1.43696 0.99186 -0.063 0.057 -0.009 -0.093
C -3.53146 1.17072 -0.19844 0.223 -0.156 -0.013 -0.674
Cl -5.01602 1.98085 -0.55317 -0.171 0.095 -0.039 0.675
C -3.01306 0.25933 -1.10365 -0.146 0.068 0.050 -0.095
C -1.81864 -0.37711 -0.81770 -0.026 -0.036 0.247 -0.037
C 1.25928 1.23271 -0.20612 0.103 0.519 -0.029 -0.147
C 1.06045 0.79189 -1.62915 0.001 0.009 -0.139 -0.198
C 0.12140 1.42455 -2.43640 0.221 0.043 0.068 -0.032
C -0.07694 1.01582 -3.73985 0.083 -0.106 -0.161 -0.004
C 0.66239 -0.04709 -4.25329 -0.004 0.160 0.302 -0.137
C 0.47049 -0.53329 -5.63486 0.172 -0.457 -0.434 -0.491
O 1.04911 -1.47467 -6.11907 0.005 0.064 0.083 0.106
O -0.43383 0.17621 -6.33146 -0.338 0.384 -0.058 0.104
C 1.61362 -0.67596 -3.45159 -0.152 0.003 -0.248 0.010
C 1.81241 -0.25558 -2.15301 -0.037 0.048 0.051 -0.016
C 0.78673 -0.34364 3.76455 0.156 -0.081 0.003 -0.006
H -1.09103 0.59724 6.35757 -0.037 0.056 0.062 0.079
H -0.58991 1.56117 4.96167 -0.011 0.092 0.005 0.079
H -1.96488 0.45971 4.83546 -0.081 0.060 0.004 0.083
H -0.73959 -1.88428 6.34418 -0.076 -0.014 0.102 0.110
H 0.76106 -3.70005 5.63268 0.003 -0.085 0.042 0.105
H 2.26812 -3.38456 3.70613 0.048 -0.106 -0.070 0.113
H 3.40657 -1.60800 2.38889 -0.131 0.221 -0.095 0.119
H 0.37132 -1.54051 -0.12935 -0.031 0.054 0.120 0.134
H 0.07717 -1.34134 1.60834 -0.008 0.019 -0.233 0.118
H -1.17173 0.99065 2.19515 0.086 0.049 0.140 0.101
H -3.28880 2.14283 1.69315 -0.063 0.068 0.051 0.106
H -3.53491 0.05433 -2.02469 -0.077 0.003 -0.090 0.109
H -1.41385 -1.08357 -1.52700 0.095 -0.055 -0.096 0.123
H 0.46253 1.92508 0.08294 0.068 -0.062 -0.082 0.125
H 2.22232 1.74849 -0.11929 -0.289 -0.048 0.009 0.069
H -0.46074 2.24184 -2.03585 -0.102 0.058 0.075 0.122
H -0.80664 1.50759 -4.36333 -0.067 0.046 -0.039 0.118
H -0.50956 -0.18670 -7.22752 0.195 -0.133 0.214 0.132
H 2.18695 -1.48953 -3.86930 0.045 -0.064 -0.032 0.122
H 2.56310 -0.73227 -1.54039 0.072 -0.050 0.091 0.099
H 0.83928 0.61087 3.26147 -0.015 0.099 -0.034 0.117
```
Positions in Å, forces in eV/Å.

The lowest unoccupied orbital energy is 0.2 eV. The frontier orbital gap is 8.43 eV. As for the SMILES: Cc1cccc(NC(=S)N(Cc2ccc(Cl)cc2)Cc2ccc(C(=O)O)cc2)c1. Its total charge is 0. The value obtained for the highest occupied orbital energy is -0.3021 Ha.


[4]
# C23H21ClN2O3S

A structure of composition C23H21ClN2O3S (wB97M-V/def2-TZVPD, the Open Molecules 2025 dataset).

The geometry in XYZ format:
```
51
Properties=species:S:1:pos:R:3:forces:R:3:lowdin_charge:R:1
C -2.13071 -5.14865 -0.54152 -0.245 6.126 -4.406 -0.049
H -3.00367 -4.44896 -0.74417 1.174 -0.431 0.550 0.132
O -0.88262 -4.68840 -1.11997 0.682 4.516 3.350 -0.096
C -0.45999 -3.46098 -0.40149 0.389 2.185 -0.050 -0.102
C -1.21480 -2.69015 0.61696 11.278 1.667 -5.603 0.019
C -0.48590 -1.62782 1.35244 -1.897 -2.137 -1.864 -0.059
C 0.69570 -1.12475 0.98731 -2.028 -9.773 -7.989 0.053
C 1.37197 -1.73057 -0.41271 0.437 0.821 3.398 -0.097
C 0.83498 -2.85899 -0.93215 -3.573 -0.848 2.367 0.013
H 1.22306 -3.45652 -1.68501 1.152 -0.621 -1.579 0.093
N 2.78556 -1.35410 -0.85601 -10.786 12.553 1.210 0.071
C 3.16518 0.05839 -0.77453 -1.534 -3.218 0.326 -0.642
N 2.02188 1.07300 -1.06794 11.428 -2.727 7.113 -0.066
C 1.19350 0.66601 -1.96383 -8.743 7.287 -0.591 -0.212
C -0.28562 0.58020 -1.48713 -0.152 1.149 6.553 -0.099
C -0.74288 1.30666 -0.21477 -3.876 -4.469 -5.699 0.114
C -2.18456 1.06930 0.22323 6.219 3.266 0.282 0.024
C -2.83610 0.05417 -0.29403 3.865 -3.168 -6.391 -0.171
C -2.29465 -0.81681 -1.57900 8.029 15.298 9.117 0.134
C -0.98801 -0.53165 -1.84240 -2.183 -1.198 -4.870 -0.102
H -0.67841 -1.00482 -2.81402 0.442 -0.163 1.108 0.146
H -2.77846 -1.51122 -1.73382 -8.330 -12.316 -3.629 -0.036
C -4.04271 -0.26815 0.19873 -6.719 1.964 4.102 -0.463
O -4.57214 0.42693 1.19329 1.362 -4.370 -4.383 -0.013
O -4.64910 -1.24599 -0.58183 -4.906 -0.010 5.173 -0.002
H -5.65299 -1.46989 0.05805 4.480 1.081 -3.025 0.283
H -2.59960 1.72051 0.99727 0.088 -0.519 -0.195 0.128
H -0.04843 2.00816 -0.02953 1.476 2.752 1.869 0.022
H 1.40951 -0.11207 -2.43157 2.011 -6.650 -4.394 0.055
H 1.02891 1.55423 -2.56305 0.376 0.035 -1.686 0.155
C 2.72194 2.31722 -0.88804 -10.006 3.351 0.346 -0.105
C 2.05527 3.02571 0.37608 4.329 -6.363 -1.702 -0.267
C 1.34986 4.05047 0.43509 -4.602 1.558 11.150 -0.033
C 0.70202 4.70786 1.63877 7.826 -11.347 1.018 0.018
C 0.99597 4.03830 2.84859 2.658 -2.381 -3.193 -0.644
C 1.95820 2.70613 2.80837 -4.715 6.021 -1.420 -0.028
C 2.28558 2.36815 1.52755 3.432 -6.249 8.044 -0.108
H 2.98965 1.29582 1.95266 -1.679 2.768 -3.130 0.196
H 2.03109 2.33546 3.80974 0.728 -0.896 -0.086 0.074
Cl 0.55860 4.64582 4.34865 -0.529 0.364 1.082 0.693
H 0.14001 5.42808 1.71987 -5.602 7.749 -0.242 -0.002
H 1.30648 4.57529 -0.26640 -1.259 7.814 -11.221 0.012
H 2.35979 3.03559 -1.58422 0.414 0.317 -1.730 0.129
H 3.63944 2.41193 -0.64990 6.635 -0.614 0.575 -0.008
S 4.71571 0.28174 -0.27763 -0.249 0.599 -0.421 0.714
H 3.19452 -2.10514 -0.89040 7.205 -8.973 -0.481 -0.012
H 1.05521 -0.33988 1.26315 4.329 8.824 3.716 -0.027
H -1.10897 -1.26976 2.13467 0.118 0.760 0.886 0.106
H -1.90282 -3.18112 0.97052 -7.797 -4.199 3.983 -0.010
H -2.19131 -5.84617 -1.19972 -1.724 -5.394 -3.425 0.033
H -2.05516 -5.44860 0.36582 0.568 -1.791 6.085 0.037
```
Positions in Å, forces in eV/Å.

The lowest unoccupied orbital energy is -0.4 eV. The frontier orbital gap is 7.60 eV. Its total charge is 0. The value obtained for the highest occupied orbital energy is -0.2952 Ha.


Quick rundown of ΔE to the lowest compared entry with this formula, charge and spin, same order as above: 0.0 35.6 0.0 488.5 kcal per mole